Version 1
A single C4H6OS molecule, computed with ωB97M-V/def2-TZVPD.

Geometry as XYZ:
```
12
Properties=species:S:1:pos:R:3
C -2.167 0.399 -0.047
C -0.848 0.381 0.080
C 0.253 1.356 0.209
O 1.389 0.898 -0.283
C 1.593 -0.459 0.020
S -0.225 -1.259 0.025
H -2.646 1.317 -0.362
H -2.704 -0.549 -0.231
H 0.533 1.625 1.201
H -0.077 2.210 -0.445
H 2.185 -1.029 -0.822
H 2.210 -0.684 0.936
```

Values from the calculation:
**LUMO energy**: 0.030 hartree
**Molar mass**: 102.16 Da
**Total charge**: 0
**Structure (SMILES)**: C=C1COCS1

Version 2
A single C4H6OS molecule, computed with ωB97M-V/def2-TZVPD.

Geometry as XYZ:
```
12
Properties=species:S:1:pos:R:3
C -0.548 0.458 1.197
C -0.400 -0.245 -0.123
C 0.778 -1.270 -0.257
O 1.758 -1.168 0.443
C 0.171 0.781 -1.079
S -0.322 1.257 -2.541
H 0.319 0.684 1.768
H -1.106 -0.240 1.932
H -1.068 1.345 0.975
H -1.292 -0.640 -0.584
H 0.563 -2.071 -1.071
H 1.148 1.107 -0.660
```

Values from the calculation:
**LUMO energy**: -0.025 hartree
**Molar mass**: 102.16 Da
**Total charge**: 0
**Structure (SMILES)**: C[C@H](C=O)C=S

Version 3
A single C4H6OS molecule, computed with ωB97M-V/def2-TZVPD.

Geometry as XYZ:
```
12
Properties=species:S:1:pos:R:3
C 1.423 -0.910 0.333
C 0.197 -0.447 0.277
C -0.458 0.250 1.485
O -1.417 0.956 1.386
C -0.547 -0.217 -0.992
S -0.205 1.489 -1.644
H 1.960 -1.312 -0.577
H 2.048 -0.969 1.242
H 0.156 0.300 2.275
H -0.266 -1.091 -1.678
H -1.652 -0.164 -0.892
H -1.240 2.116 -1.215
```

Values from the calculation:
**LUMO energy**: 0.008 hartree
**Molar mass**: 102.16 Da
**Total charge**: 0
**Structure (SMILES)**: C=C(C=O)CS

Version 4
A single C4H6OS molecule, computed with ωB97M-V/def2-TZVPD.

Geometry as XYZ:
```
12
Properties=species:S:1:pos:R:3
C 1.905 -1.100 -0.167
C 0.621 -0.630 -0.052
C 0.126 0.767 0.091
C -1.254 0.352 0.388
O -2.283 0.813 -0.355
S -0.846 -1.563 -0.046
H 1.865 -2.190 -0.170
H 2.649 -0.424 -0.051
H 0.639 1.244 0.932
H 0.124 1.436 -0.931
H -1.634 0.192 1.497
H -1.911 1.102 -1.136
```

Values from the calculation:
**LUMO energy**: 0.028 hartree
**Molar mass**: 102.16 Da
**Total charge**: 0
**Structure (SMILES)**: C=C1C[C@@H](O)S1

Quick one: least stable of them? version 4

Version 1
A single C4H6OS molecule, computed with ωB97M-V/def2-TZVPD.

Geometry as XYZ:
```
12
Properties=species:S:1:pos:R:3
C -1.231 -1.598 0.055
C -0.704 -0.156 -0.091
O -1.479 0.721 -0.296
C 0.781 0.097 0.011
C 1.116 1.618 0.062
S 2.005 -1.017 -0.156
H -0.552 -2.208 -0.549
H -1.229 -1.852 1.054
H -2.274 -1.525 -0.211
H 0.400 2.138 0.766
H 0.983 2.033 -0.958
H 2.186 1.750 0.314
```

Values from the calculation:
**LUMO energy**: -0.049 hartree
**Molar mass**: 102.16 Da
**Total charge**: 0
**Structure (SMILES)**: CC(=O)C(C)=S

Version 2
A molecular structure, C4H6OS, computed with ωB97M-V/def2-TZVPD.

Geometry as XYZ:
```
12
Properties=species:S:1:pos:R:3
C -0.762 -0.170 -0.301
C 0.261 0.062 0.553
C 1.292 1.055 -0.042
C 1.373 -0.968 0.205
H -0.345 -0.881 -1.291
H -0.178 0.253 1.571
H 1.017 1.480 -0.997
H 1.874 1.804 0.678
H 1.056 -1.483 -0.860
H 1.628 -1.498 1.120
O 2.308 -0.032 -0.303
S -2.281 0.044 -0.018
```

Values from the calculation:
**LUMO energy**: -0.008 hartree
**Molar mass**: 102.16 Da
**Total charge**: 0

Quick one: least stable of them? version 2

Version 1
2 unconnected molecules or ions with the total composition C5H11N, computed with ωB97M-V/def2-TZVPD.

Geometry as XYZ:
```
17
Properties=species:S:1:pos:R:3
C -2.594 -0.209 0.598
C -1.663 -0.296 -0.522
C -1.513 -1.390 -1.372
H -2.496 -1.094 1.244
H -2.399 0.679 1.190
H -3.626 -0.228 0.212
H -1.120 0.626 -0.719
H -0.684 -1.484 -2.063
H -2.066 -2.315 -1.236
C 2.168 1.021 1.301
C 2.290 0.236 -0.862
N 2.218 -0.095 0.359
H 1.511 0.795 2.136
H 1.883 1.969 0.835
H 3.158 1.130 1.751
H 2.463 -0.572 -1.578
H 2.470 1.230 -1.273
```

Values from the calculation:
**LUMO energy (spin up / spin down)**: -0.201 / -0.336 hartree
**Molar mass**: 85.15 Da
**Expectation value of S²**: 0.75
**Total charge**: +1
**2S+1**: 2

Version 2
A gas-phase ion, C5H11N (charge +1), computed with ωB97M-V/def2-TZVPD.

Geometry as XYZ:
```
17
Properties=species:S:1:pos:R:3
C 1.877 -0.571 -0.380
N 1.307 0.801 -0.279
C -0.319 0.754 0.311
C -1.082 -0.459 -0.270
C -2.059 -0.623 -1.323
C 0.001 0.801 1.688
H 1.778 -1.142 0.536
H 1.445 -1.265 -1.079
H 2.917 -0.590 -0.649
H 1.675 0.985 0.637
H -1.067 -1.162 0.573
H -3.026 -0.874 -0.909
H -2.137 0.215 -2.035
H -0.469 -0.492 -1.260
H -0.512 0.228 2.453
H 0.404 1.707 2.117
H -0.734 1.687 -0.130
```

Values from the calculation:
**LUMO energy (spin up / spin down)**: -0.283 / -0.283 hartree
**Molar mass**: 85.15 Da
**Expectation value of S²**: 0.76
**Total charge**: +1
**2S+1**: 2

Quick one: least stable of them? version 2

Version 1
A gas-phase ion, C4H13N2S (charge +1), computed with ωB97M-V/def2-TZVPD.

Geometry as XYZ:
```
20
Properties=species:S:1:pos:R:3
C 1.726 0.014 -0.459
N 0.366 -0.499 -0.564
C 0.342 -1.852 0.122
C -0.642 0.409 0.021
C -0.743 1.797 -0.661
N -0.174 0.583 1.559
S -2.274 -0.443 -0.237
H 1.680 1.004 -0.966
H 1.920 0.171 0.585
H 2.431 -0.503 -0.967
H 0.251 -0.759 -1.567
H -0.649 -2.241 -0.071
H 1.055 -2.501 -0.198
H 0.454 -1.797 1.193
H -1.820 1.937 -0.486
H -0.533 1.696 -1.747
H -0.264 2.525 -0.093
H -0.995 0.210 2.151
H -0.045 1.537 1.591
H -2.086 -1.290 0.795
```

Values from the calculation:
**LUMO energy**: -0.112 hartree
**Molar mass**: 121.23 Da
**Total charge**: +1
**Structure (SMILES)**: C[NH+](C)[C@](C)(N)S

Version 2
A gas-phase ion, C4H13N2S (charge +1), computed with ωB97M-V/def2-TZVPD.

Geometry as XYZ:
```
20
Properties=species:S:1:pos:R:3
C -3.014 -0.758 1.035
N -1.687 -0.676 0.370
C -1.484 0.551 -0.414
C 0.020 0.887 -0.496
N 0.388 1.039 0.974
C 0.815 -0.375 -0.925
S 2.534 -0.365 -0.369
H -3.395 -1.732 1.218
H -3.767 -0.082 0.657
H -2.844 -0.509 2.066
H -1.603 -1.459 -0.242
H -2.114 1.340 0.130
H -1.906 0.440 -1.404
H 0.401 1.736 -1.062
H 0.185 1.966 1.363
H 1.394 1.158 1.170
H -0.020 0.266 1.537
H 0.390 -1.316 -0.406
H 0.865 -0.519 -2.005
H 3.156 0.041 -1.534
```

Values from the calculation:
**LUMO energy**: -0.117 hartree
**Molar mass**: 121.23 Da
**Total charge**: +1
**Structure (SMILES)**: CNC[C@@H]([NH3+])CS

Version 3
A gas-phase ion, C4H13N2S (charge +1), computed with ωB97M-V/def2-TZVPD.

Geometry as XYZ:
```
20
Properties=species:S:1:pos:R:3
N 0.903 -0.671 -1.928
C 0.962 -1.133 -0.551
C 0.625 -0.018 0.438
N 1.672 1.045 0.390
C -0.739 0.667 0.169
C -1.906 -0.250 0.518
S -2.674 0.085 2.130
H 0.861 -1.433 -2.586
H 1.593 0.023 -2.172
H 0.225 -1.904 -0.410
H 1.966 -1.499 -0.275
H 0.534 -0.417 1.443
H 1.604 1.509 -0.522
H 1.505 1.782 1.077
H 2.643 0.730 0.446
H -0.777 1.543 0.815
H -0.736 1.016 -0.871
H -2.681 -0.083 -0.222
H -1.672 -1.309 0.440
H -3.907 0.318 1.672
```

Values from the calculation:
**LUMO energy**: -0.137 hartree
**Molar mass**: 121.23 Da
**Total charge**: +1
**Structure (SMILES)**: NC[C@@H]([NH3+])CCS

Quick one: least stable of them? version 1

Version 1
2 unconnected molecules or ions with the total composition C6H15NO, computed with ωB97M-V/def2-TZVPD.

Geometry as XYZ:
```
23
Properties=species:S:1:pos:R:3
C 2.310 -0.618 0.145
C 1.324 -0.205 0.981
C 1.829 0.713 2.209
C -0.121 -0.538 0.976
C -1.062 0.611 0.812
C -1.213 1.146 -0.517
N -2.351 0.594 -1.368
H 1.892 -1.234 -0.703
H 3.311 -0.511 0.322
H 2.976 0.637 2.363
H 1.356 0.281 3.108
H 1.586 1.727 1.782
H -0.391 -1.390 0.422
H -0.404 -1.094 1.964
H -0.800 1.460 1.575
H -2.094 0.279 1.238
H -1.493 2.258 -0.386
H -0.106 1.038 -0.920
H -2.723 -0.264 -0.934
H -2.090 0.449 -2.290
O -0.967 -1.649 -3.520
H -0.231 -2.148 -2.909
H -0.538 -1.541 -4.351
```

Values from the calculation:
**LUMO energy**: 0.020 hartree
**Molar mass**: 117.19 Da
**Total charge**: 0
**Structure (SMILES)**: C=C(C)CCCN.O

Version 2
A single C6H15NO molecule, computed with ωB97M-V/def2-TZVPD.

Geometry as XYZ:
```
23
Properties=species:S:1:pos:R:3
C 2.889 0.682 0.981
C 1.987 -0.269 0.189
C 1.140 0.234 -0.969
C 0.138 1.237 -0.457
C -1.038 0.448 0.253
N -1.847 -0.403 -0.625
C -2.760 -1.271 0.225
O -3.830 -1.732 -0.633
H 4.003 0.436 1.060
H 2.338 0.929 1.961
H 2.911 1.724 0.762
H 2.735 -1.027 -0.293
H 1.504 -0.945 0.842
H 0.819 -0.604 -1.505
H 1.883 0.717 -1.691
H 0.608 2.040 0.157
H -0.340 1.767 -1.385
H -1.761 1.134 0.755
H -0.498 -0.154 1.010
H -1.276 -1.068 -1.119
H -3.319 -0.711 1.043
H -2.274 -2.203 0.562
H -4.013 -0.961 -1.124
```

Values from the calculation:
**LUMO energy**: 0.036 hartree
**Molar mass**: 117.19 Da
**Total charge**: 0
**Structure (SMILES)**: CCCCCNCO

Quick one: least stable of them? version 1

Version 1
3 unconnected molecules or ions with the total composition C6H15NO, computed with ωB97M-V/def2-TZVPD.

Geometry as XYZ:
```
23
Properties=species:S:1:pos:R:3
C -0.168 0.228 -0.074
C -1.751 -0.458 1.434
C 1.399 -0.747 -2.078
C -0.135 -1.108 -0.431
C -0.835 1.234 -0.971
C 0.940 0.793 0.769
N -1.358 -0.300 2.781
O 2.448 0.185 -1.926
H 3.098 -0.190 -1.319
H -0.992 0.621 2.992
H -0.705 -1.007 3.099
H -2.147 -1.453 1.252
H -2.463 0.302 1.123
H 1.765 -1.765 -2.246
H 0.760 -0.407 -2.889
H -0.926 -1.505 -1.056
H 0.397 -1.804 0.208
H 1.394 0.035 1.407
H 1.701 1.241 0.125
H -1.587 0.770 -1.607
H -0.091 1.709 -1.615
H -1.309 2.018 -0.375
H 0.565 1.607 1.396
```

Values from the calculation:
**LUMO energy (spin up / spin down)**: 0.029 / 0.029 hartree
**Molar mass**: 117.19 Da
**Total charge**: 0

Version 2
2 unconnected molecules or ions with the total composition C6H15NO, computed with ωB97M-V/def2-TZVPD.

Geometry as XYZ:
```
23
Properties=species:S:1:pos:R:3
C -0.539 -2.022 1.885
C 0.565 -1.331 1.946
C 1.269 -1.079 0.563
C 0.561 -0.013 -0.227
C 1.195 -0.160 -1.726
N 0.904 1.393 0.153
C -0.246 1.849 0.942
H -1.097 -1.985 2.777
H -1.076 -2.438 1.088
H 1.275 -0.921 2.695
H 1.341 -1.993 0.022
H 2.256 -0.580 0.896
H -0.485 -0.076 -0.296
H 2.321 -0.397 -1.833
H 1.069 0.730 -2.352
H 0.668 -0.992 -2.259
H 1.787 1.489 0.510
H 0.094 2.756 1.552
H -1.131 2.211 0.370
H -0.668 0.961 1.575
O -3.610 1.091 -2.656
H -3.457 0.173 -2.393
H -2.997 1.335 -3.232
```

Values from the calculation:
**LUMO energy**: 0.026 hartree
**Molar mass**: 117.19 Da
**Total charge**: 0
**Structure (SMILES)**: C=CC[C@H](C)NC.O

Quick one: least stable of them? version 1